a.
ORCA calculation (ωB97M-V with the def2-TZVPD basis set) on one molecule with the formula C9H9NO3.

Output
multiplicity	1
LUMO level (alpha / beta)	-0.025 / -0.025	Eh

Atoms and positions in Å:
1 C 2.583 -1.021 -0.558
2 C 1.862 -1.994 0.081
3 C 2.006 0.178 -0.729
4 C 0.641 -1.795 0.554
5 C 0.735 0.506 -0.213
6 C 0.038 -0.538 0.350
7 C 0.184 1.913 -0.220
8 C -1.168 1.970 0.456
9 C -1.379 -0.336 0.637
10 N -2.062 -0.275 -0.584
11 O -3.290 -0.033 -0.439
12 O -1.489 -0.446 -1.619
13 O -2.005 -0.912 1.678
14 H 3.600 -1.112 -0.787
15 H 2.259 -2.946 0.317
16 H 2.492 0.891 -1.359
17 H 0.116 -2.579 1.063
18 H 0.931 2.706 0.082
19 H 0.032 2.267 -1.274
20 H -1.103 2.447 1.398
21 H -2.083 2.028 -0.195
22 H -2.900 -0.920 1.361

***

b.
ORCA calculation (ωB97M-V with the def2-TZVPD basis set) on a 2-piece molecular cluster, C9H9NO3 overall.

Output
multiplicity	1
LUMO level	-0.091	Eh

Atoms and positions in Å:
1 C -0.454 -3.346 3.259
2 C -0.002 -2.508 2.538
3 N 0.310 -1.473 1.694
4 C 0.751 -0.298 2.238
5 C 1.032 0.760 1.428
6 C 0.876 0.624 0.042
7 C 1.192 1.762 -0.873
8 O 1.747 1.603 -1.918
9 O 0.836 2.992 -0.438
10 C 0.428 -0.582 -0.492
11 C 0.153 -1.618 0.351
12 H -0.872 -4.087 3.899
13 H 0.838 -0.258 3.312
14 H 1.366 1.702 1.838
15 H 0.048 2.939 0.121
16 H 0.283 -0.672 -1.560
17 H -0.200 -2.577 0.005
18 C -1.671 0.932 -2.950
19 O -2.566 0.383 -2.118
20 H -1.258 0.263 -3.749
21 H -1.989 1.824 -3.542
22 H -0.730 1.305 -2.462

***

Stability summary: most stable a, least stable b.

***

a.
ORCA calculation (ωB97M-V with the def2-TZVPD basis set) on C3H6O2 as an isolated structure.

Output
multiplicity	1
LUMO level	0.035	Eh

Atoms and positions in Å:
1 O -1.156 1.267 -0.122
2 C -0.306 0.322 0.546
3 C -0.237 -1.129 0.019
4 O 1.027 -0.901 -0.616
5 C 1.065 0.446 -0.114
6 H -1.488 0.942 -0.972
7 H -0.468 0.491 1.612
8 H -0.155 -1.923 0.774
9 H -1.035 -1.390 -0.686
10 H 2.010 0.670 0.397
11 H 0.742 1.205 -0.838

***

b.
ORCA calculation (ωB97M-V with the def2-TZVPD basis set) on a 2-piece molecular cluster, C3H6O2 overall.

Output
SMILES	O=CO.C=C
multiplicity	1
LUMO level	0.018	Eh

Atoms and positions in Å:
1 O -0.677 -2.467 -1.759
2 C -0.589 -1.912 -0.717
3 O -1.678 -1.561 0.020
4 H 0.365 -1.723 -0.207
5 H -1.825 -0.617 0.134
6 C 2.160 2.830 1.215
7 C 0.852 2.999 1.119
8 H 2.614 2.700 2.190
9 H 2.839 2.816 0.364
10 H 0.228 3.053 1.996
11 H 0.361 3.126 0.163

***

c.
ORCA calculation (ωB97M-V with the def2-TZVPD basis set) on a 2-piece molecular cluster, C3H6O2 overall.

Output
SMILES	C=CC=O.O
multiplicity	1
LUMO level	0.007	Eh

Atoms and positions in Å:
1 C -0.336 0.483 1.156
2 C -0.569 -0.780 0.795
3 C 0.200 -1.485 -0.253
4 O 0.131 -2.677 -0.449
5 H -0.977 1.003 1.861
6 H 0.466 1.071 0.727
7 H -1.357 -1.369 1.253
8 H 0.834 -0.845 -0.911
9 O 0.399 1.878 -1.248
10 H 1.341 1.682 -1.317
11 H -0.039 1.094 -1.603

***

Stability summary: most stable c, least stable a.

***

a.
ORCA calculation (ωB97M-V with the def2-TZVPD basis set) on a 2-piece molecular cluster, C3H6O2 overall.

Output
multiplicity	1
LUMO level (alpha / beta)	0.023 / 0.023	Eh

Atoms and positions in Å:
1 C 1.800 0.587 0.095
2 C 1.244 -0.527 0.467
3 C -1.103 -0.375 -0.025
4 O -1.688 0.240 1.065
5 O -1.358 0.054 -1.282
6 H 2.837 0.869 0.206
7 H 1.263 1.380 -0.525
8 H 1.589 -1.442 0.994
9 H -1.482 -1.507 -0.030
10 H -1.516 1.222 1.090
11 H -1.587 -0.501 -2.054

***

b.
ORCA calculation (ωB97M-V with the def2-TZVPD basis set) on one molecule with the formula C3H6O2.

Output
SMILES	CC(=O)CO
multiplicity	1
LUMO level	0.027	Eh

Atoms and positions in Å:
1 C 1.461 -0.497 -0.022
2 C 0.177 0.227 -0.224
3 O 0.119 1.128 -1.054
4 C -1.137 -0.053 0.476
5 O -2.093 0.532 -0.363
6 H 2.250 0.234 0.171
7 H 1.420 -1.241 0.772
8 H 1.696 -0.989 -0.973
9 H -1.271 0.643 1.297
10 H -1.232 -1.101 0.835
11 H -1.391 1.118 -0.916

***

Stability summary: most stable b, least stable a.

***

a.
ORCA calculation (ωB97M-V with the def2-TZVPD basis set) on one molecule with the formula C3H6O2.

Output
SMILES	CC(=O)CO
multiplicity	1
LUMO level	0.032	Eh

Atoms and positions in Å:
1 C 1.515 0.144 -0.270
2 C 0.150 0.331 0.345
3 O -0.001 0.905 1.406
4 C -1.085 -0.243 -0.341
5 O -1.977 -0.749 0.611
6 H 2.066 1.087 -0.283
7 H 1.476 -0.286 -1.273
8 H 2.067 -0.545 0.379
9 H -0.828 -1.037 -1.049
10 H -1.531 0.586 -0.922
11 H -1.852 -0.193 1.397

***

b.
ORCA calculation (ωB97M-V with the def2-TZVPD basis set) on one molecule with the formula C3H6O2.

Output
SMILES	CC(=O)CO
multiplicity	1
LUMO level	0.033	Eh

Atoms and positions in Å:
1 C 0.379 1.477 -0.037
2 C 0.125 0.095 0.468
3 O -0.112 -0.131 1.641
4 C -0.023 -1.089 -0.485
5 O -1.244 -1.658 -0.081
6 H 0.242 2.187 0.780
7 H -0.329 1.691 -0.844
8 H 1.388 1.557 -0.451
9 H 0.810 -1.798 -0.339
10 H -0.042 -0.799 -1.543
11 H -1.173 -1.543 0.895

***

c.
ORCA calculation (ωB97M-V with the def2-TZVPD basis set) on one molecule with the formula C3H6O2.

Output
SMILES	OC1(O)CC1
multiplicity	1
LUMO level	0.029	Eh

Atoms and positions in Å:
1 O -1.319 -1.044 0.138
2 C -0.392 0.008 0.009
3 O -1.152 1.225 -0.049
4 C 0.917 -0.118 -0.731
5 C 0.961 -0.075 0.784
6 H -1.754 -1.176 -0.751
7 H -1.789 1.213 0.799
8 H 1.109 0.978 -1.086
9 H 0.904 -0.985 -1.556
10 H 1.235 -0.938 1.348
11 H 1.281 0.912 1.094

***

Stability summary: most stable a, least stable c.

***

a.
ORCA calculation (ωB97M-V with the def2-TZVPD basis set) on one molecule with the formula C3H6O2.

Output
SMILES	OC1COC1
multiplicity	1
LUMO level	0.027	Eh

Atoms and positions in Å:
1 O -1.815 0.029 -0.279
2 C -0.538 0.030 0.392
3 C 0.552 -1.044 -0.070
4 O 1.503 -0.025 -0.059
5 C 0.491 1.098 -0.010
6 H -2.285 -0.555 0.314
7 H -0.509 -0.166 1.480
8 H 0.782 -2.056 0.506
9 H 0.422 -1.196 -1.133
10 H 0.471 1.904 0.614
11 H 0.582 1.539 -0.946

***

b.
ORCA calculation (ωB97M-V with the def2-TZVPD basis set) on one molecule with the formula C3H6O2.

Output
SMILES	O[C@H]1CCO1
multiplicity	1
LUMO level	0.038	Eh

Atoms and positions in Å:
1 O -1.214 1.345 0.539
2 C -0.891 0.177 -0.155
3 C 0.466 0.191 -0.880
4 C 0.931 -0.645 0.316
5 O -0.427 -0.798 0.777
6 H -0.865 1.174 1.427
7 H -1.772 -0.145 -0.723
8 H 0.484 -0.344 -1.832
9 H 0.905 1.183 -0.993
10 H 1.393 -1.619 0.132
11 H 1.547 -0.085 1.030

***

Stability summary: most stable b, least stable a.

***

a.
ORCA calculation (ωB97M-V with the def2-TZVPD basis set) on C3H6O2 as an isolated structure.

Output
multiplicity	1
LUMO level	0.003	Eh

Atoms and positions in Å:
1 O -1.859 0.807 -0.552
2 C -1.289 0.324 0.549
3 C 0.568 -0.802 -0.186
4 C 1.509 0.295 0.108
5 O 2.242 0.332 1.077
6 H -2.502 0.161 -0.883
7 H -0.645 -0.735 0.478
8 H -0.665 1.114 0.986
9 H 0.286 -0.890 -1.237
10 H 0.877 -1.747 0.271
11 H 1.477 1.142 -0.611

***

b.
ORCA calculation (ωB97M-V with the def2-TZVPD basis set) on a 2-piece molecular cluster, C3H6O2 overall.

Output
SMILES	C=CO.C=O
multiplicity	1
LUMO level	0.010	Eh

Atoms and positions in Å:
1 C 1.976 0.284 -0.150
2 C 1.038 0.447 -1.079
3 O -0.291 0.647 -0.862
4 H 2.972 0.656 -0.353
5 H 1.774 -0.021 0.869
6 H 1.163 0.335 -2.151
7 H -0.536 0.429 0.056
8 C -2.009 -0.699 0.927
9 O -2.054 0.469 1.208
10 H -2.512 -1.056 0.014
11 H -1.521 -1.492 1.520

***

Stability summary: most stable b, least stable a.